Record 1
{
  "formula": "C5H6O",
  "method": "wB97M-V/def2-TZVPD",
  "homo_lumo_gap_ha": [0.2632, 0.2725],
  "max_force_ev_per_a": 0.7,
  "relative_energy_kcal_mol": 94.0,
  "energy_ha": -269.19651,
  "elements": ["C", "C", "C", "C", "C", "O", "H", "H", "H", "H", "H", "H"],
  "xyz": [[1.14, -0.82, 1.40], [1.16, 0.31, 0.44], [0.19, 0.58, -0.48], [-0.74, -0.25, -1.11], [-2.03, 0.15, -1.59], [-3.08, -0.22, -1.08], [0.48, -0.53, 2.23], [0.70, -1.71, 0.95], [2.12, -1.03, 1.82], [1.92, 1.09, 0.58], [0.16, 1.66, -0.64], [-2.03, 0.77, -2.52]]
}

Record 2
{
  "formula": "C20H47FeN6O7",
  "method": "wB97M-V/def2-TZVPD",
  "homo_lumo_gap_ha": [0.1923, 0.1851],
  "max_force_ev_per_a": 2.4,
  "relative_energy_kcal_mol": 48.9,
  "total_charge": 1,
  "spin_multiplicity": 9,
  "energy_ha": -2908.55791,
  "s2": 20.022,
  "elements": ["Fe", "C", "C", "O", "H", "H", "H", "H", "H", "C", "O", "N", "C", "C", "H", "H", "H", "H", "H", "H", "H", "C", "O", "N", "C", "C", "H", "H", "H", "H", "H", "H", "H", "C", "O", "N", "C", "C", "H", "H", "H", "H", "H", "H", "H", "C", "O", "N", "C", "C", "H", "H", "H", "H", "H", "H", "H", "C", "O", "N", "C", "C", "H", "H", "H", "H", "H", "H", "H", "C", "O", "N", "C", "C", "H", "H", "H", "H", "H", "H", "H"],
  "xyz": [[-0.02, -0.05, -4.08], [0.43, 0.17, -0.19], [0.98, -0.98, -1.06], [0.63, -1.00, -2.40], [1.25, 0.75, 0.22], [-0.06, -0.38, 0.60], [-0.08, 0.95, -0.74], [1.18, -1.94, -0.56], [2.07, -0.77, -1.02], [-2.29, 1.34, 3.60], [-1.73, 1.88, 4.53], [-1.91, 0.13, 3.12], [-2.35, -0.40, 1.85], [-0.86, -0.67, 3.77], [-3.06, 1.81, 2.96], [-1.69, 0.12, 1.15], [-3.35, 0.02, 1.75], [-2.39, -1.48, 1.71], [-1.24, -1.68, 3.88], [0.05, -0.59, 3.17], [-0.58, -0.33, 4.76], [3.70, -0.66, 3.25], [3.62, -0.03, 4.39], [4.60, -0.35, 2.23], [4.03, -0.33, 0.87], [5.81, 0.48, 2.44], [3.11, -1.57, 3.10], [3.69, 0.67, 0.58], [3.27, -1.10, 0.74], [4.89, -0.57, 0.24], [6.26, 0.01, 3.31], [6.35, 0.59, 1.50], [5.51, 1.47, 2.80], [-2.18, -3.11, -4.06], [-2.26, -3.55, -5.19], [-2.94, -2.10, -3.57], [-2.71, -1.59, -2.24], [-4.11, -1.60, -4.27], [-1.44, -3.35, -3.28], [-3.67, -1.49, -1.74], [-2.37, -0.54, -2.30], [-1.95, -2.09, -1.65], [-3.94, -0.58, -4.63], [-4.40, -2.28, -5.06], [-4.96, -1.63, -3.58], [0.37, -5.89, 1.41], [1.17, -6.54, 2.05], [0.43, -5.72, 0.07], [-0.23, -4.60, -0.57], [1.46, -6.37, -0.72], [-0.45, -5.30, 1.84], [-0.99, -4.15, 0.07], [-0.61, -5.08, -1.47], [0.46, -3.81, -0.89], [1.20, -7.37, -1.10], [1.65, -5.73, -1.57], [2.31, -6.63, -0.09], [-0.04, 2.89, -2.83], [0.27, 1.76, -3.29], [-1.24, 3.40, -2.96], [-1.52, 4.68, -2.26], [-2.28, 2.88, -3.83], [0.59, 3.42, -2.11], [-1.25, 5.50, -2.94], [-0.81, 4.79, -1.44], [-2.53, 4.76, -1.90], [-3.26, 3.14, -3.43], [-2.27, 3.24, -4.86], [-2.15, 1.80, -3.87], [-0.77, 4.79, 1.41], [-1.50, 3.98, 0.86], [0.39, 4.49, 2.03], [1.30, 5.50, 2.51], [0.79, 3.11, 2.32], [-0.90, 5.88, 1.51], [0.89, 6.50, 2.52], [2.30, 5.52, 2.06], [1.44, 5.30, 3.58], [0.77, 2.80, 3.36], [0.27, 2.37, 1.71], [1.82, 3.07, 1.94]]
}

Record 3
{
  "formula": "C7H7N3O",
  "method": "wB97M-V/def2-TZVPD",
  "homo_lumo_gap_ha": 0.3431,
  "max_force_ev_per_a": 7.3,
  "relative_energy_kcal_mol": 77.9,
  "smiles": "CC(=O)n1ncc(C)c1C#N",
  "energy_ha": -510.36017,
  "elements": ["C", "C", "C", "C", "C", "C", "C", "N", "N", "N", "O", "H", "H", "H", "H", "H", "H", "H"],
  "xyz": [[-0.52, -2.27, -0.05], [1.48, 0.80, 0.19], [0.12, -1.07, -0.04], [1.40, -0.62, 0.05], [-2.05, 0.73, 0.18], [2.55, -1.55, -0.13], [-2.37, 2.18, -0.20], [-0.82, -3.35, 0.12], [0.28, 1.36, 0.28], [-0.67, 0.42, 0.06], [-2.83, -0.16, 0.35], [2.39, 1.15, 0.51], [3.24, -1.23, 0.73], [2.26, -2.60, 0.01], [2.95, -1.39, -1.20], [-1.90, 2.49, -1.12], [-2.10, 2.72, 0.64], [-3.40, 2.39, -0.38]]
}

Record 4
{
  "formula": "C7H12Si",
  "method": "wB97M-V/def2-TZVPD",
  "homo_lumo_gap_ha": [0.2923, 0.2798],
  "max_force_ev_per_a": 4.6,
  "relative_energy_kcal_mol": 153.9,
  "energy_ha": -563.14046,
  "elements": ["C", "C", "C", "C", "C", "C", "C", "Si", "H", "H", "H", "H", "H", "H", "H", "H", "H", "H", "H", "H"],
  "xyz": [[-1.97, -0.48, -0.22], [-0.77, -0.35, 0.02], [-5.14, -1.42, 0.29], [-4.57, -0.42, -0.26], [1.70, -0.15, -1.87], [2.03, -0.89, 1.33], [1.40, 1.94, 0.44], [1.10, 0.11, 0.02], [-4.80, 0.38, -0.97], [-4.62, -2.42, 0.68], [-6.18, -1.46, 0.40], [2.60, -0.67, -2.17], [0.81, -0.63, -2.40], [1.90, 0.93, -2.19], [1.68, -1.87, 1.67], [2.92, -0.82, 0.78], [2.20, -0.24, 2.27], [2.45, 2.28, 0.65], [1.00, 2.69, -0.32], [0.80, 2.36, 1.23]]
}